Arrangement P

Here is a cluster of 2 separate species, C19H25N3O4S in total from OMol25. Energies are from ωB97M-V/def2-TZVPD.

The geometry in XYZ format:
```
52
C19H25N3O4S | OMol25 | ωB97M-V/def2-TZVPD
S 1.9851 0.2929 -1.3321
O 0.0947 5.9575 -1.6380
O 0.5271 3.9128 -2.6041
O 0.9988 1.1424 -0.6987
O 3.0881 -0.2849 -0.5994
N -0.2208 1.7413 2.4083
N 0.1688 -4.5739 -0.3392
N -2.8911 0.0430 2.0151
C -0.1893 -4.4653 2.2070
C 1.2035 -2.0352 2.5538
C -0.2700 0.3027 2.4027
C -1.5730 4.2588 0.5096
C -1.6461 3.9241 2.1087
C 1.1508 -1.0112 -2.2290
C 2.6362 1.1330 -2.7647
C 2.6787 0.0587 -3.8434
C -0.6589 -4.7528 0.6708
C -1.5094 2.3103 2.1895
C -2.8086 1.4670 2.0189
C -1.4553 -2.0905 2.1622
C 0.2107 4.7176 -1.4454
C -2.1552 -5.2399 0.3084
C -1.5719 -0.5087 2.1907
C 1.3631 -0.7118 -3.7141
C 1.1006 -0.4701 2.5858
C -0.0313 4.0660 0.0110
C -0.1152 -2.8442 2.3138
H 2.7978 0.4938 -4.8379
H -0.8324 4.4705 2.6930
H 0.8046 -4.9712 2.4521
H 1.3737 -1.6314 -4.3037
H 0.0924 -1.0116 -1.9653
H -2.1702 -6.1789 -0.3583
H -0.1538 3.2048 -2.6895
H -2.6780 -4.3655 -0.2435
H -2.4279 -2.6983 2.0171
H 1.9382 1.9300 -3.0301
H 1.0854 -4.2298 0.0271
H 3.5215 -0.6174 -3.6663
H 3.6158 1.5526 -2.5368
H -2.7237 -5.4208 1.2993
H 2.0967 0.0768 2.7515
H 0.2541 2.9541 -0.0293
H 1.6052 -1.9616 -1.9436
H -2.2041 3.4215 0.0137
H -2.7026 4.2088 2.4876
H 2.1922 -2.6033 2.6715
H 0.5402 -0.0926 -4.0867
H -1.0448 -4.7667 2.9222
H -3.7933 2.0449 1.8559
H -1.9678 5.3016 0.2625
H 0.6708 4.5498 0.7891
```


Arrangement Q

Here is an isolated molecule of C19H25N3O4S from OMol25. Energies are from ωB97M-V/def2-TZVPD.

The geometry in XYZ format:
```
52
C19H25N3O4S | OMol25 | ωB97M-V/def2-TZVPD
S -3.4277 -1.7015 -0.8546
O -4.1779 -0.5025 -3.0977
O -0.6887 -0.1127 -3.6198
O -0.9827 1.2198 -0.3640
O 3.2788 -2.1426 3.7172
N 0.6809 -1.1132 3.8704
N -2.5562 0.4925 -1.8248
N -0.7325 1.8851 -4.6499
C 2.9540 -3.4566 3.3338
C -0.9677 -2.9889 3.7975
C -1.7828 0.3636 -0.6750
C -0.3341 -1.7613 3.2416
C 0.3421 1.5485 -5.5710
C 2.0763 0.9693 3.5758
C -0.4580 3.7286 -6.0761
C -2.2472 1.5218 -2.7853
C -1.1444 1.0078 -3.7224
C 0.8280 2.9042 -6.0689
C -2.1396 -0.8589 0.0298
C -3.4539 -0.4859 -2.1417
C 1.2964 -1.5387 5.0998
C 1.0119 0.0208 3.1571
C -1.6744 -1.4285 1.1712
C -1.1769 3.2546 -4.8119
C 2.8287 -1.7618 4.9874
C 0.2084 0.0871 2.0620
C -0.6636 -1.0391 2.0872
H -0.2757 4.8010 -6.0672
H 0.8172 -2.4668 5.4122
H 1.1213 -0.7898 5.8811
H 1.1034 0.9670 -5.0486
H -1.0514 3.4819 -6.9569
H 1.5429 3.3299 -5.3641
H 1.2948 2.8428 -7.0491
H -0.2492 -3.8022 3.9135
H 1.9773 1.8818 2.9944
H -0.8776 3.8559 -3.9444
H -0.0528 0.9389 -6.3916
H 1.9952 1.2183 4.6337
H 3.5174 -3.6547 2.4243
H 1.8874 -3.5694 3.1184
H -2.2640 3.3094 -4.9118
H -1.7540 -3.3358 3.1346
H 0.2186 0.8447 1.3087
H 3.0636 0.5491 3.3875
H -3.1519 1.7532 -3.3522
H -1.8969 2.4001 -2.2366
H 3.3599 -0.8336 5.2041
H -1.4167 -2.7875 4.7718
H -2.1713 -2.3597 1.4199
H 3.2459 -4.1773 4.1077
H 3.1195 -2.5088 5.7428
```


Of them, the most stable is arrangement Q and the least stable is arrangement P.


Arrangement P

Here is a cluster of 2 separate species, C6H11Cl in total from OMol25. Energies are from ωB97M-V/def2-TZVPD.

The geometry in XYZ format:
```
18
C6H11Cl | OMol25 | ωB97M-V/def2-TZVPD
Cl -3.8091 -0.5235 -0.1466
C -0.6108 0.6588 1.0681
C -0.2789 -0.1535 -1.3994
C 1.6995 0.6922 0.0754
C 0.3438 0.1471 0.0076
C -3.7548 0.9823 0.6315
C -0.0239 -0.7472 1.1319
H 1.6508 1.7272 0.4854
H -0.7408 -1.5977 0.9240
H -3.4304 1.7295 -0.1308
H -0.0719 -0.9535 -2.0562
H 0.6998 -1.0972 1.8402
H 2.2689 0.1126 0.8088
H -1.3164 -0.3630 -1.2594
H 2.2095 0.5315 -0.8633
H -0.2506 1.4564 1.6274
H -1.6986 0.7043 0.9391
H -0.3363 0.6914 -2.1759
```


Arrangement Q

Here is an isolated molecule of C6H11Cl from OMol25. Energies are from ωB97M-V/def2-TZVPD.

The geometry in XYZ format:
```
18
C6H11Cl | OMol25 | ωB97M-V/def2-TZVPD
Cl -2.7382 -0.2662 2.0666
C 0.8244 1.9709 -0.7994
C -0.5369 0.4418 0.7478
C 0.1537 0.7556 -0.5642
C -1.2460 -0.7828 1.0653
C -0.3962 -1.9333 1.7138
C 0.1517 -0.1514 -1.7136
H 0.0930 -1.2178 -1.4222
H -1.8969 -1.1262 0.2277
H -0.6630 0.0437 -2.3734
H -0.9397 -2.9155 1.7448
H -0.0100 -1.6002 2.7601
H 1.1129 -0.0636 -2.3235
H 1.7800 1.8851 -1.4168
H 0.1914 2.6520 -1.4712
H -0.2823 1.1411 1.5444
H 0.9687 2.8314 -0.0040
H 0.5304 -1.7687 1.0832
```


Of them, the most stable is arrangement Q and the least stable is arrangement P.


Arrangement P

21
Properties=species:S:1:pos:R:3 method="wB97M-V/def2-TZVPD" total_charge=+1
O -1.1647 -1.4318 -0.0601
N 0.2286 0.5070 1.0467
N 0.2769 1.1615 -0.1034
N -0.4141 -1.7853 2.0546
C 0.4193 2.0409 -2.6740
C 0.5689 0.3093 -1.1237
C 0.1774 2.5061 -0.3504
C 0.1707 3.0239 -1.6557
C 0.5129 0.6768 -2.4302
C -0.7002 -1.2585 0.9808
C -0.4674 -3.2777 2.1960
H 0.2720 4.0668 -1.8044
H -0.1036 -1.1581 2.7960
H 0.2941 -3.6840 2.8533
H -1.4205 -3.6024 2.7039
H 0.7446 0.0640 -3.3381
H -0.2107 3.1612 0.4688
H 0.6949 -0.7461 -0.8122
H 0.7123 2.1950 -3.7329
H -0.1367 1.0124 1.8337
H -0.4548 -3.7810 1.1512


Arrangement Q

21
Properties=species:S:1:pos:R:3 method="wB97M-V/def2-TZVPD" total_charge=+1
O 1.5078 1.6280 0.2637
N 1.6225 0.7839 1.4422
N 1.8190 -0.9230 -0.5827
N 3.1151 -0.2862 -0.4093
C -3.5023 -0.1687 -0.2014
C -1.5860 1.3175 -0.4222
C -1.3287 -0.8003 0.7396
C 0.6813 0.5900 0.5219
C -2.6331 -1.1083 0.3938
C -2.9010 1.0536 -0.5858
C -0.7264 0.4014 0.2633
H 2.9327 0.6488 0.0912
H -1.2524 2.2919 -0.7296
H 1.5135 -0.7580 -1.4868
H 3.7271 -0.9444 0.1190
H 1.1568 1.3238 2.2233
H -3.4243 1.9547 -0.9941
H -4.5337 -0.4736 -0.0702
H -3.0198 -2.0665 0.7582
H -0.6025 -1.4854 1.1490
H 3.3923 -0.0608 -1.3670


Of them, the most stable is arrangement P and the least stable is arrangement Q.


Arrangement P

Here is a cluster of 2 separate species, C3H2F2O in total from OMol25. Energies are from ωB97M-V/def2-TZVPD.

The geometry in XYZ format:
```
8
C3H2F2O | OMol25 | ωB97M-V/def2-TZVPD
F 1.8939 -0.0515 1.0492
F 1.7143 0.0466 -1.1173
O -0.7747 1.8647 -0.3425
C -1.2143 -1.3836 -0.0136
C -0.1677 -0.8212 0.0463
C 1.0835 -0.3066 0.0021
H -2.1655 -1.6222 -0.0150
H -0.3695 2.2739 0.3909
```


Arrangement Q

Here is a cluster of 2 separate species, C3H2F2O in total from OMol25. Energies are from ωB97M-V/def2-TZVPD.

The geometry in XYZ format:
```
8
C3H2F2O | OMol25 | ωB97M-V/def2-TZVPD
F -0.4115 2.0716 1.3124
F 0.2093 -2.3367 -0.1351
O -0.2878 -1.0102 -1.9800
C -0.3595 1.1004 0.3448
C 0.5216 0.2210 0.5280
C 0.1086 -1.2370 -0.8945
H -1.1279 1.0629 -0.3442
H 1.3472 0.1281 1.1686
```


Arrangement R

Here is an isolated molecule of C3H2F2O from OMol25. Energies are from ωB97M-V/def2-TZVPD.

The geometry in XYZ format:
```
8
C3H2F2O | OMol25 | ωB97M-V/def2-TZVPD
F -0.4002 -2.1107 -0.1623
F -1.5578 0.5041 1.2201
O 0.3484 1.1656 0.0368
C 1.3452 0.4260 -0.4380
C 0.0767 -1.0635 0.4484
C -0.6721 0.1793 0.1823
H 2.2323 0.8639 -0.5849
H -1.3725 0.0352 -0.7024
```


Of them, the most stable is arrangement Q and the least stable is arrangement R.


Arrangement P

Here is an isolated molecule of C6H9P from OMol25. Energies are from ωB97M-V/def2-TZVPD.

The geometry in XYZ format:
```
16
C6H9P | OMol25 | ωB97M-V/def2-TZVPD
P -0.8764 -1.4184 -0.2592
C 0.2181 0.7976 0.8667
C 1.2781 1.0402 -0.0162
C -0.9221 1.2047 -0.0694
C -1.5035 0.2444 -0.7429
C -0.1550 -0.6036 1.3545
C 0.5927 -1.6106 -1.1253
H 2.0375 0.1743 -0.1130
H 0.2295 1.4167 1.8128
H -2.4673 0.2641 -1.2876
H 1.2279 1.8026 -0.7951
H 0.5446 -1.0931 -2.1656
H 0.6998 -1.3116 1.6066
H -0.8464 -0.5896 2.2285
H -1.1639 2.2782 -0.1541
H 1.1065 -2.5960 -1.1407
```


Arrangement Q

Here is an isolated molecule of C6H9P from OMol25. Energies are from ωB97M-V/def2-TZVPD.

The geometry in XYZ format:
```
16
C6H9P | OMol25 | ωB97M-V/def2-TZVPD
P 1.1451 -0.5924 0.5198
C -1.4210 -0.8638 -0.7361
C 1.2357 0.6145 -0.8445
C 0.1350 0.8242 -1.7281
C -0.6585 -1.2511 0.4467
C -1.0279 -0.0006 -1.6931
C 1.0018 0.6146 1.9579
H 0.8349 0.1199 2.8375
H 0.1854 1.5155 1.8378
H -1.2296 -1.2031 1.3587
H 0.1483 1.5456 -2.4669
H 2.2125 1.2204 -0.5310
H -2.3393 -1.4296 -0.8984
H -0.5122 -2.3708 0.4529
H -1.7072 0.0328 -2.5026
H 1.9969 1.2240 1.9894
```


Of them, the most stable is arrangement Q and the least stable is arrangement P.


Arrangement P

Here is a cluster of 4 separate species, C4H16N8O4 in total from OMol25. Energies are from ωB97M-V/def2-TZVPD.

The geometry in XYZ format:
```
32
C4H16N8O4 | OMol25 | ωB97M-V/def2-TZVPD
O 1.0936 3.7045 -6.3075
O 0.2261 -5.1575 1.8556
O 2.5489 0.5745 -1.1979
O -2.1229 1.4671 2.0228
N -4.1363 1.3165 1.3068
N 3.5604 -1.2534 -0.7817
N -1.1413 -3.5645 2.3984
N 0.3435 -4.1263 3.8296
N 2.0112 -0.5736 0.5978
N 2.0420 2.0695 -5.0626
N -3.8569 2.4336 2.9805
N 0.7501 3.5600 -4.2342
C -0.1875 -4.3951 2.6852
C 1.3004 3.1344 -5.2498
C -3.2805 1.7881 2.0624
C 2.7056 -0.3697 -0.5115
H 1.1955 -4.6149 4.0649
H -4.8378 2.5164 2.7548
H -1.3614 -2.7562 2.9626
H -5.0952 1.3557 1.6214
H 0.2286 4.3629 -4.5558
H 1.2749 0.0254 0.9428
H 0.0199 -3.3637 4.4074
H 3.6108 -2.1358 -0.2929
H -3.6951 0.5386 0.8374
H 2.4491 1.6777 -5.8998
H 2.3705 1.7816 -4.1519
H 2.2401 -1.4869 0.9634
H -3.2841 3.0883 3.4938
H 0.6777 3.0738 -3.3519
H -1.6192 -3.5118 1.5102
H 3.9694 -1.1594 -1.7003
```


Arrangement Q

Here is a cluster of 4 separate species, C4H16N8O4 in total from OMol25. Energies are from ωB97M-V/def2-TZVPD.

The geometry in XYZ format:
```
32
C4H16N8O4 | OMol25 | ωB97M-V/def2-TZVPD
O -0.4456 -1.0256 -0.0475
O 1.5835 -3.4827 -1.3789
O -2.6067 -1.7812 3.9964
O -1.3037 3.3904 -1.9037
N -1.8320 -2.3198 1.9021
N 1.8691 -2.9469 0.8279
N 3.0084 -4.6583 -0.0053
N -0.2564 5.4000 -2.3684
N 0.8148 0.7330 -0.7533
N -1.3010 0.6065 -1.3896
N -2.4375 -0.2024 2.4072
N 0.5946 4.0227 -0.8361
C -0.3132 0.0208 -0.6990
C -2.3449 -1.4943 2.8299
C 2.1347 -3.6800 -0.3010
C -0.3753 4.1903 -1.7588
H 0.2716 6.1575 -1.9809
H 3.5393 -4.5109 0.8282
H 1.0310 -2.3940 0.9179
H 3.2794 -5.3364 -0.6967
H -0.9682 5.5689 -3.0617
H -1.7881 -3.3107 2.0519
H 1.6686 0.3130 -0.4178
H -1.8706 0.0605 1.6163
H 1.3348 4.6937 -0.7619
H -2.6052 0.5057 3.0997
H -1.2138 -1.8518 1.2388
H -2.2410 0.2574 -1.4317
H 2.4892 -3.1102 1.5938
H -1.0270 1.4441 -1.8871
H 1.0032 1.3856 -1.4951
H 0.3082 3.3551 -0.1355
```


Of them, the most stable is arrangement Q and the least stable is arrangement P.